[1]
# C6H10N2O3S

C6H10N2O3S in the gas phase at a distorted geometry (the ωB97M-V functional and the def2-TZVPD basis, OMol25).

Atoms and positions in Å:
C: -1.443 1.071 -0.243
C: 0.706 -0.606 -0.649
C: -0.491 2.176 1.564
C: 0.507 0.991 1.390
C: -0.242 -1.270 -1.644
C: 2.019 -0.849 -0.438
N: -1.524 1.974 0.557
N: 0.015 0.182 0.216
O: -3.875 1.489 -0.880
O: -2.920 -0.767 -1.339
O: -2.401 0.945 -2.837
S: -2.785 0.762 -1.490
H: -1.086 2.294 2.602
H: -0.063 3.157 1.177
H: 1.460 1.440 1.398
H: 0.486 0.283 2.214
H: 0.245 -2.021 -2.185
H: -1.009 -1.676 -0.912
H: -0.715 -0.711 -2.409
H: -3.536 -0.832 -0.589
H: 2.580 -0.349 0.417
H: 2.560 -1.611 -0.964

The SMILES is C=C(C)N1CCN=C1S(=O)(=O)O. Its energy is -967.89285 Eh. Its energy above the lowest of the compared OMol25 structures with the same formula, charge and spin is 3.636 eV. The calculation puts the HOMO-LUMO gap at 0.304 Ha.

[2]
# C6H10N2OS

C6H10N2OS in the gas phase at a distorted geometry (the ωB97M-V functional and the def2-TZVPD basis, OMol25).

Atoms and positions in Å:
C: 0.353 -1.259 -0.388
C: 2.432 0.017 -0.223
C: -0.986 0.720 0.396
C: -2.043 -1.694 0.086
C: 2.979 2.107 0.741
C: -0.915 -0.606 -0.423
N: 0.865 -2.366 -0.370
N: 3.150 -1.016 0.033
O: 2.228 1.290 -0.182
S: 2.469 -2.579 -0.008
H: -0.547 0.507 1.339
H: -1.988 0.897 0.520
H: -0.523 1.622 0.067
H: -2.968 -1.242 0.110
H: -1.662 -2.207 0.947
H: -1.997 -2.494 -0.669
H: 2.867 1.532 1.723
H: 2.440 3.092 0.717
H: 4.090 2.316 0.571
H: -1.312 -0.397 -1.409

Its energy is -817.37583 Eh. Its energy above the lowest of the compared OMol25 structures with the same formula, charge and spin is 5.876 eV. The calculation puts the HOMO-LUMO gap at 0.301 Ha.

[3]
# C6H10N2OS

2 unconnected molecules or ions with the total composition C6H10N2OS at a distorted geometry (the ωB97M-V functional and the def2-TZVPD basis, OMol25).

Atoms and positions in Å:
C: -2.807 -0.794 -1.069
C: -3.151 -0.741 1.124
C: -2.215 -1.033 0.167
C: 2.755 -0.399 -0.328
C: 0.635 0.758 0.449
C: 1.233 -0.405 -0.320
N: -4.044 -0.368 -0.882
N: -4.247 -0.343 0.437
O: 0.945 -3.056 -0.447
S: 0.672 -1.970 0.499
H: -2.409 -0.910 -2.055
H: -3.129 -0.783 2.192
H: 3.143 -0.376 0.689
H: 3.127 -1.292 -0.827
H: 3.128 0.475 -0.860
H: 0.852 0.656 1.512
H: -0.444 0.781 0.316
H: 1.054 1.703 0.102
H: 0.855 -0.440 -1.344
H: -5.131 -0.012 0.794

Its energy is -817.41421 Eh. Its energy above the lowest of the compared OMol25 structures with the same formula, charge and spin is 4.832 eV. The calculation puts the HOMO-LUMO gap (alpha / beta) at 0.291 / 0.326 Ha.

[4]
# C6H10N3P

C6H10N3P in the gas phase at a distorted geometry (the ωB97M-V functional and the def2-TZVPD basis, OMol25).

Atoms and positions in Å:
C: 2.665 0.024 0.890
C: 1.579 -0.781 0.050
C: 0.351 0.168 -0.146
C: 0.704 1.132 -1.279
N: 0.903 1.694 -2.229
C: -0.986 -0.547 -0.539
C: -1.270 -1.768 0.279
N: -1.553 -2.758 0.743
P: -2.350 0.749 -0.351
N: -2.521 1.124 1.179
H: 2.322 1.066 1.069
H: 3.624 0.114 0.350
H: 2.775 -0.476 1.868
H: 1.342 -1.729 0.560
H: 2.054 -0.978 -0.933
H: 0.228 0.759 0.786
H: -0.949 -0.779 -1.627
H: -3.529 0.220 -0.941
H: -1.898 1.839 -1.154
H: -3.491 0.926 1.426

The SMILES is CC[C@@H](C#N)[C@@H](C#N)[PH2]=N. Its energy is -740.16527 Eh. Its energy above the lowest of the compared OMol25 structures with the same formula, charge and spin is 1.264 eV. The calculation puts the HOMO-LUMO gap at 0.368 Ha.

[5]
# C6H10N3S

A gas-phase ion, C6H10N3S (charge +1) at a distorted geometry (the ωB97M-V functional and the def2-TZVPD basis, OMol25).

Atoms and positions in Å:
C: 2.189 1.026 0.730
C: 2.732 0.667 -0.439
C: 0.857 0.721 0.978
C: 2.081 -0.246 -1.256
C: 0.163 -0.138 0.134
C: -1.293 -0.247 0.231
N: 0.764 -0.552 -1.015
N: -1.800 0.134 1.480
N: -1.719 -1.571 -0.118
S: -1.929 1.030 -1.143
H: 2.518 1.781 1.464
H: 3.699 0.917 -0.699
H: 0.320 0.796 1.871
H: 2.577 -0.621 -2.142
H: -2.801 -0.082 1.493
H: -1.685 1.151 1.612
H: 0.353 -1.324 -1.401
H: -1.834 -2.191 0.613
H: -2.680 -1.471 -0.378
H: -2.509 0.221 -2.016

The SMILES is NC(N)(S)c1cccc[nH+]1. As for the charge: +1. Its energy is -796.81158 Eh. Its energy above the lowest of the compared OMol25 structures with the same formula, charge and spin is 0.608 eV. The calculation puts the HOMO-LUMO gap at 0.300 Ha.

[6]
# C6H10N4

C6H10N4 in the gas phase at a distorted geometry (the ωB97M-V functional and the def2-TZVPD basis, OMol25).

Atoms and positions in Å:
C: -0.730 0.025 0.209
C: -0.980 1.352 0.121
C: -2.077 -0.591 0.104
C: 0.374 2.149 0.212
C: 1.277 0.923 0.089
C: 1.172 -1.534 0.068
N: -2.971 0.400 0.041
N: -2.318 1.574 -0.125
N: 0.645 -0.223 0.510
N: -2.479 -1.936 0.113
H: 0.505 2.930 -0.529
H: 0.385 2.578 1.207
H: 1.700 0.978 -1.028
H: 2.098 1.223 0.771
H: 1.650 -1.985 0.999
H: 0.265 -1.983 -0.149
H: 1.804 -1.427 -0.849
H: -2.712 2.406 0.126
H: -2.209 -2.506 0.898
H: -3.297 -2.246 -0.314

The SMILES is CN1CCc2[nH]nc(N)c21. Its energy is -453.56521 Eh. Its energy above the lowest of the compared OMol25 structures with the same formula, charge and spin is 2.333 eV. The calculation puts the HOMO-LUMO gap at 0.316 Ha.

[7]
# C6H10N4

A gas-phase ion, C6H10N4 (charge +2) at a distorted geometry (the ωB97M-V functional and the def2-TZVPD basis, OMol25).

Atoms and positions in Å:
C: 0.668 -0.440 -1.859
C: -0.597 2.186 -0.556
C: -1.453 0.145 -0.913
C: -0.036 -0.089 -0.619
C: 2.065 -0.736 0.606
C: 0.571 -1.034 0.545
N: 1.196 -0.765 -2.806
N: 0.455 1.514 -0.333
N: -1.715 1.509 -0.834
N: -2.325 -0.798 -0.965
H: -0.690 3.254 -0.293
H: 2.383 -1.289 1.467
H: 2.314 0.304 0.840
H: 2.670 -0.959 -0.359
H: 0.246 -0.789 1.631
H: 0.283 -2.046 0.364
H: 1.264 1.674 0.261
H: -2.541 1.885 -1.274
H: -1.923 -1.689 -0.909
H: -3.307 -0.583 -1.072

The SMILES is CC[C@]1(C#N)NC=[NH+]C1=[NH2+]. As for the charge: +2. Its energy is -452.92095 Eh. Its energy above the lowest of the compared OMol25 structures with the same formula, charge and spin is 2.247 eV. The calculation puts the HOMO-LUMO gap at 0.361 Ha.

[8]
# C6H10N4O2S

C6H10N4O2S in the gas phase at a distorted geometry (the ωB97M-V functional and the def2-TZVPD basis, OMol25).

Atoms and positions in Å:
C: -0.205 -1.054 2.393
C: 0.896 -1.038 1.487
C: 0.719 0.157 0.868
C: -0.734 1.854 0.413
C: 0.490 1.968 -0.364
C: -0.700 -0.766 -1.833
N: -0.987 -0.023 2.224
N: -0.427 0.722 1.319
N: 1.326 0.808 -0.387
N: 1.974 -1.928 1.391
O: 1.831 -1.443 -1.417
O: 1.441 0.550 -2.903
S: 1.103 -0.239 -1.739
H: -0.435 -1.862 3.038
H: -0.900 2.726 1.005
H: -1.666 1.523 -0.227
H: 0.431 2.349 -1.413
H: 1.222 2.620 0.105
H: -1.204 -1.010 -0.949
H: -1.185 -0.073 -2.508
H: -0.690 -1.730 -2.444
H: 1.631 -2.900 1.839
H: 2.275 -1.966 0.430

The SMILES is CS(=O)(=O)N1CCn2ncc(N)c21. Its energy is -1002.22617 Eh. Its energy above the lowest of the compared OMol25 structures with the same formula, charge and spin is 0.000 eV. The calculation puts the HOMO-LUMO gap at 0.325 Ha.

[9]
# C6H10N4O3

C6H10N4O3 in the gas phase at a distorted geometry (the ωB97M-V functional and the def2-TZVPD basis, OMol25).

Atoms and positions in Å:
O: 0.021 1.101 2.182
O: -1.962 0.433 2.565
N: -2.099 -0.865 -1.372
O: 3.209 0.859 0.776
C: -2.247 -0.615 -0.117
C: -0.311 0.302 -0.547
C: -1.151 0.096 0.488
N: -0.888 -0.305 -1.664
N: 0.845 1.049 -0.511
N: -1.012 0.547 1.840
C: -3.387 -1.285 0.641
C: 2.976 -0.022 -0.320
C: 2.021 0.712 -1.266
H: 3.844 0.464 1.404
H: -0.562 -0.153 -2.567
H: 1.011 1.522 0.364
H: -3.722 -2.195 0.151
H: -4.270 -0.608 0.778
H: -3.041 -1.572 1.654
H: 3.902 -0.260 -0.805
H: 2.524 -0.922 0.042
H: 1.763 0.117 -2.137
H: 2.537 1.600 -1.579

The SMILES is Cc1n[nH]c(NCCO)c1[N+](=O)[O-]. Its energy is -679.25690 Eh. Its energy above the lowest of the compared OMol25 structures with the same formula, charge and spin is 1.171 eV. The calculation puts the HOMO-LUMO gap at 0.332 Ha.

[10]
# C6H10NO

A gas-phase ion, C6H10NO (charge +1) at a distorted geometry (the ωB97M-V functional and the def2-TZVPD basis, OMol25).

Atoms and positions in Å:
C: -0.583 -1.806 -0.130
C: -1.475 0.343 0.000
C: -2.745 1.121 0.199
C: 1.755 0.164 1.259
C: 1.635 0.235 -1.335
C: 1.229 -0.303 -0.015
N: 0.604 -1.471 -0.023
O: -1.637 -0.955 -0.118
H: -0.678 -2.925 -0.118
H: -2.654 2.174 0.380
H: -3.162 0.602 1.049
H: -3.485 0.922 -0.704
H: 2.087 1.117 1.104
H: 1.025 0.017 2.140
H: 2.546 -0.556 1.660
H: 1.880 1.234 -1.359
H: 1.021 0.094 -2.219
H: 2.639 -0.009 -1.771

As for the charge: +1. Its energy is -364.19448 Eh. Its energy above the lowest of the compared OMol25 structures with the same formula, charge and spin is 4.157 eV. The calculation puts the HOMO-LUMO gap (alpha / beta) at 0.307 / 0.307 Ha.

[11]
# C6H10NO

A molecular structure, C6H10NO at a distorted geometry (the ωB97M-V functional and the def2-TZVPD basis, OMol25).

Atoms and positions in Å:
C: 1.492 0.804 0.656
C: 0.059 -0.093 -1.343
C: -1.484 1.355 0.009
C: -1.339 0.231 -0.965
C: 0.654 -0.258 0.130
C: 1.008 -1.554 0.643
N: -1.137 0.050 0.520
O: 1.160 1.739 1.351
H: 2.609 0.663 0.516
H: -0.077 -1.154 -1.787
H: 0.697 0.508 -1.941
H: -0.707 2.121 0.282
H: -2.469 1.811 0.206
H: -2.199 -0.098 -1.524
H: 0.276 -2.208 0.429
H: 1.203 -1.684 1.720
H: 1.974 -1.673 -0.020
H: -1.720 -0.559 1.117

As for the charge: +1. Its energy is -364.23417 Eh. Its energy above the lowest of the compared OMol25 structures with the same formula, charge and spin is 3.077 eV. The calculation puts the HOMO-LUMO gap at 0.387 Ha.

[12]
# C6H10NO

2 unconnected molecules or ions with the total composition C6H10NO at a distorted geometry (the ωB97M-V functional and the def2-TZVPD basis, OMol25).

Atoms and positions in Å:
C: 2.130 1.375 -1.016
C: 1.475 0.865 -0.169
C: -0.401 0.349 2.889
C: 0.101 0.892 1.753
C: -0.537 -1.454 -1.370
C: -0.897 -0.263 -0.640
N: 0.628 0.187 0.664
O: -1.155 0.830 -1.301
H: 2.521 2.210 -1.611
H: -0.487 0.739 3.887
H: -0.555 -0.777 2.949
H: -0.007 1.996 1.529
H: -0.545 -2.264 -0.722
H: -1.345 -1.460 -2.163
H: 0.413 -1.402 -2.055
H: -1.586 -0.585 0.246
H: 1.033 -0.742 0.990
H: -0.898 0.952 -2.216

As for the charge: +1. Its energy is -364.18155 Eh. Its energy above the lowest of the compared OMol25 structures with the same formula, charge and spin is 4.509 eV. The calculation puts the HOMO-LUMO gap at 0.343 Ha.